# 1
DFT (ωB97M-V/def2-TZVPD) results for 2 unconnected molecules or ions with the total composition C8H12FIN3O4S in a non-equilibrium geometry.

Properties
* net charge: +1
* E_LUMO: -5.605 eV
* HOMO-LUMO gap: 7.022 eV

XYZ file:
```
30
Properties=species:S:1:pos:R:3:forces:R:3
I -2.0572 1.8796 1.5749 -0.2 -0.4 0.1
S 3.1985 2.3746 1.3662 0.7 2.7 0.3
F 3.8817 1.5465 0.2825 -0.4 -0.5 0.3
O -1.0141 -2.9459 -3.1512 0.0 0.0 0.1
O 2.5336 3.4682 0.7993 -0.8 -0.5 -0.9
O 4.0819 2.6377 2.4262 0.3 -1.3 0.4
O -0.7592 -0.8421 -2.7722 0.2 -0.1 -0.1
N -0.7464 -1.8207 -3.4997 0.1 0.0 -0.2
N 2.0017 1.2523 1.9345 -0.6 -1.1 -0.2
N 1.2032 0.7252 1.0085 0.6 0.2 0.1
C -2.6315 0.2804 -0.8789 -0.1 0.5 1.2
C -2.0704 -0.0291 0.5242 0.4 -0.6 -0.8
C -0.6493 -0.6756 0.4340 0.6 0.5 0.5
C 0.9838 0.0431 3.7350 -1.1 -0.7 -1.0
C 0.1289 -0.5283 2.8152 1.2 1.1 0.6
C 0.3116 -0.1015 1.4686 -1.9 -1.6 -1.3
C -0.3750 -1.6214 -4.9272 0.0 0.2 -0.1
C 1.8884 0.9478 3.2066 1.5 1.0 2.1
H 0.5039 -2.2287 -5.1224 -0.1 -0.1 0.0
H 2.5677 1.4550 3.8909 0.1 0.0 -0.4
H -2.7002 -0.7486 1.0505 -0.2 0.6 0.2
H -2.7037 -0.6129 -1.4943 0.0 0.1 0.1
H -0.2181 -0.5480 -0.5596 -0.1 0.1 0.1
H -3.6107 0.7427 -0.7230 0.0 -0.2 -0.3
H -0.6771 -1.7530 0.6347 -0.4 0.1 -0.2
H -1.2170 -1.9464 -5.5314 0.0 -0.1 0.0
H 0.9249 -0.1891 4.7897 0.3 0.2 0.0
H -0.6361 -1.2298 3.1234 0.0 0.0 -0.3
H -0.1650 -0.5701 -5.0863 0.0 0.0 0.1
H -1.9788 1.0382 -1.3186 -0.1 -0.3 -0.3
```
Forces are in eV/Å.

The natural (NBO) scheme yields these atomic charges, measured in e:
1. I 0.09
2. S 2.53
3. F -0.41
4. O -0.36
5. O -0.82
6. O -0.85
7. O -0.42
8. N 0.54
9. N -0.34
10. N -0.16
11. C -0.63
12. C -0.27
13. C -0.49
14. C -0.20
15. C -0.07
16. C 0.25
17. C -0.49
18. C 0.12
19. H 0.24
20. H 0.28
21. H 0.22
22. H 0.24
23. H 0.27
24. H 0.23
25. H 0.24
26. H 0.25
27. H 0.28
28. H 0.27
29. H 0.23
30. H 0.22

# 2
DFT (ωB97M-V/def2-TZVPD) results for 2 unconnected molecules or ions with the total composition C8H12FN2O5S2 in a non-equilibrium geometry.

Properties
* net charge: -1
* E_LUMO: 2.823 eV
* HOMO-LUMO gap: 8.945 eV

XYZ file:
```
30
Properties=species:S:1:pos:R:3:forces:R:3
S 0.3515 -2.8485 1.4876 -1.9 -4.2 -5.4
S 2.5257 -0.9671 1.0834 6.5 0.3 2.2
F -0.8314 2.9206 -0.8654 -0.1 0.1 0.3
O -0.4989 -2.2472 0.3015 2.7 -0.5 4.6
O 1.6004 -0.0770 -0.0486 0.2 0.2 2.9
O 0.0951 -4.4039 1.3999 1.5 4.9 1.4
O 4.0027 -0.9541 0.5264 -5.7 -0.5 1.0
O 2.6002 -0.2319 2.4564 -2.0 -1.8 -4.2
N 2.0801 -2.6492 1.2318 -2.6 3.1 0.1
N -2.4842 -1.2355 4.1328 -0.7 -0.8 -0.8
C -1.3223 -1.0645 3.1683 0.3 0.9 -0.6
C -1.0690 3.2874 -3.1828 -0.1 0.1 0.1
C 0.8848 1.3442 -3.6441 -0.3 0.3 0.0
C -0.6855 2.9824 -4.4888 0.3 -0.3 0.3
C -0.2498 -2.3214 3.1824 -1.3 0.4 2.3
C 0.2895 2.0083 -4.7176 -0.1 0.1 0.0
C 0.5092 1.6574 -2.3380 -0.1 0.1 0.1
C -0.4664 2.6238 -2.1197 0.4 -0.3 -1.2
H -0.7412 -0.0887 3.5322 -1.2 -2.1 -1.1
H 0.9680 1.1573 -1.4916 -0.1 0.1 -0.4
H 0.6357 -2.1182 3.9568 -1.7 -0.3 -2.2
H -1.8304 4.0350 -2.9862 0.1 -0.1 0.0
H -1.8186 -0.8877 2.0970 1.8 -0.5 2.1
H 1.6405 0.5835 -3.8248 -0.1 0.1 0.1
H 1.2174 0.6977 0.4874 0.7 -1.6 -0.8
H -1.1450 3.5010 -5.3265 0.0 -0.1 0.2
H -0.8479 -3.2410 3.6523 1.4 1.7 -1.5
H 0.5851 1.7675 -5.7366 -0.1 0.0 0.2
H -3.3893 -1.0065 3.6305 1.6 -0.4 0.8
H -2.6059 -2.2239 4.4441 0.3 1.0 -0.5
```
Forces are in eV/Å.

The natural (NBO) scheme yields these atomic charges, measured in e:
1. S 2.00
2. S 2.18
3. F -0.33
4. O -0.93
5. O -0.87
6. O -0.94
7. O -0.92
8. O -0.94
9. N -0.97
10. N -0.86
11. C -0.24
12. C -0.29
13. C -0.18
14. C -0.21
15. C -0.66
16. C -0.24
17. C -0.27
18. C 0.40
19. H 0.20
20. H 0.25
21. H 0.27
22. H 0.22
23. H 0.23
24. H 0.23
25. H 0.50
26. H 0.21
27. H 0.25
28. H 0.21
29. H 0.36
30. H 0.35

# 3
DFT (ωB97M-V/def2-TZVPD) results for a single C8H12FN3O molecule in a non-equilibrium geometry.

Properties
* net charge: 0
* E_LUMO (alpha / beta): 0.756 / -0.525 eV
* multiplicity: 3
* HOMO-LUMO gap (alpha / beta): 6.870 / 8.267 eV

XYZ file:
```
25
Properties=species:S:1:pos:R:3:forces:R:3
F -0.6403 1.2960 3.0734 0.7 -0.2 -1.2
O 3.0954 0.0820 3.5157 -0.4 -0.7 -0.8
N 2.4849 -0.0863 1.2604 1.2 -2.4 -0.9
N 0.3029 0.6766 0.9686 0.8 0.9 0.9
N 0.4911 2.9067 1.7454 0.3 -1.6 0.7
C -1.7453 -0.6349 1.0534 1.9 1.0 -0.2
C 0.3103 1.5185 2.0688 -1.1 1.5 0.5
C -0.6477 -0.1475 0.4768 -1.6 -0.4 -1.9
C 1.3048 -0.3590 -0.8844 -1.0 -1.0 -2.3
C -0.8125 -1.4460 -1.7369 -0.7 -2.6 -0.7
C 2.5048 0.3519 2.5057 1.7 1.0 1.0
C -0.3291 -0.2728 -1.0351 3.3 -0.4 3.1
C 1.6007 0.5007 0.2771 -0.3 2.6 1.8
H -0.5474 -2.4153 -1.1566 -0.3 1.5 -1.1
H -0.3397 -1.4487 -2.7454 -0.5 -0.4 0.6
H -1.9141 -1.4591 -1.8567 0.5 0.1 -0.1
H -2.3740 -1.1088 0.3663 -1.4 -0.9 -0.2
H -1.8490 -0.4286 2.0869 -0.8 -0.3 0.7
H 1.5032 -1.4655 -0.6203 0.0 1.7 -0.7
H -0.4079 3.1607 1.3971 -0.7 0.9 -0.6
H 1.9496 1.5548 0.0623 -0.1 -1.2 -0.1
H 1.8303 0.0061 -1.8581 -0.8 -1.0 1.8
H 0.6959 3.4755 2.5629 0.0 -0.3 -0.1
H -0.5431 0.6515 -1.4901 -0.5 1.2 -0.7
H 2.8640 -1.0360 1.0051 -0.2 1.1 0.5
```
Forces are in eV/Å.

The natural (NBO) scheme yields these atomic charges, measured in e:
1. F -0.37
2. O -0.52
3. N -0.67
4. N -0.49
5. N -0.87
6. C -0.50
7. C 0.66
8. C 0.20
9. C -0.43
10. C -0.62
11. C 0.61
12. C -0.23
13. C 0.12
14. H 0.22
15. H 0.22
16. H 0.22
17. H 0.21
18. H 0.23
19. H 0.22
20. H 0.36
21. H 0.22
22. H 0.24
23. H 0.38
24. H 0.21
25. H 0.38

# 4
DFT (ωB97M-V/def2-TZVPD) results for a molecular structure, C8H12FN6 in a non-equilibrium geometry.

Properties
* net charge: +1
* E_LUMO: -2.678 eV
* relative energy (zero: lowest compared OMol25 entry of this formula, charge and spin): 0.0 kJ/mol
* HOMO-LUMO gap: 9.748 eV

XYZ file:
```
27
Properties=species:S:1:pos:R:3:forces:R:3
F -1.3126 -1.6507 -0.1572 0.1 -0.3 -0.7
N -0.2462 -0.8412 -0.5214 0.4 -0.2 1.0
N 1.0984 0.7630 0.7384 -0.1 -1.2 -2.6
N -0.1287 0.7271 2.5668 -0.2 -0.4 2.3
N -2.1707 1.1637 3.6311 -0.3 0.0 0.9
N -0.4426 2.3353 4.3036 0.6 0.3 0.8
N -0.7325 -0.2131 1.6567 0.9 2.8 -0.8
C 0.3526 -1.0326 -1.7697 -0.2 0.1 -1.1
C 0.9594 0.1031 -3.7854 1.2 0.3 -2.1
C 0.4695 0.1311 -2.5412 -0.1 -0.5 1.3
C 0.6550 -2.2768 -2.3228 0.1 4.3 -3.1
C 0.9495 -2.2821 -3.6990 0.7 -2.3 -1.1
C -0.8247 1.3631 3.4790 -3.9 -0.5 -0.1
C 0.1215 -0.0970 0.5150 0.4 1.5 1.9
C 1.1847 -1.1007 -4.4093 -0.8 -0.7 1.3
H -0.7773 -1.1906 1.8541 -0.1 -0.6 1.4
H -2.6970 0.5381 3.1123 -0.3 -1.6 -1.6
H 0.5806 -3.1686 -1.9073 -0.6 -3.7 2.4
H 0.1847 1.0716 -2.1911 -0.6 1.2 1.1
H -2.7955 1.4655 4.3807 1.3 0.5 0.0
H 0.8717 1.1085 1.9098 -0.4 -0.7 -0.4
H -1.0770 2.6667 5.0513 0.8 -0.4 -1.1
H 1.1868 0.9745 -4.4223 -0.5 -0.1 0.9
H 1.4020 -0.9350 -5.4192 0.5 -1.0 -1.5
H 0.3999 2.8250 4.1450 0.9 0.3 0.2
H 1.7719 0.9058 0.0014 0.1 0.1 -0.1
H 1.0168 -3.3537 -4.1994 0.1 2.6 1.0
```
Forces are in eV/Å.

The natural (NBO) scheme yields these atomic charges, measured in e:
1. F -0.19
2. N 0.00
3. N -0.79
4. N -0.46
5. N -0.80
6. N -0.77
7. N -0.44
8. C 0.07
9. C -0.18
10. C -0.22
11. C -0.19
12. C -0.17
13. C 0.66
14. C 0.60
15. C -0.18
16. H 0.40
17. H 0.41
18. H 0.23
19. H 0.22
20. H 0.41
21. H 0.45
22. H 0.43
23. H 0.23
24. H 0.23
25. H 0.42
26. H 0.41
27. H 0.24